[1]
{"formula": "C40H30MoN11O3S2", "method": "wB97M-V/def2-TZVPD", "symbols": ["Mo", "C", "N", "C", "N", "C", "N", "C", "C", "C", "C", "C", "C", "C", "N", "N", "C", "O", "C", "C", "C", "C", "C", "C", "N", "C", "N", "C", "N", "C", "H", "H", "H", "H", "H", "H", "H", "H", "H", "H", "H", "H", "H", "H", "H", "H", "S", "C", "N", "C", "C", "C", "C", "C", "C", "S", "H", "H", "H", "H", "O", "C", "O", "C", "C", "C", "C", "C", "C", "N", "C", "C", "C", "C", "C", "C", "N", "H", "H", "H", "H", "H", "H", "H", "H", "H", "H"], "xyz": [[6.116, -19.930, -1.354], [8.064, -24.288, -4.303], [7.192, -23.206, -3.825], [7.399, -21.985, -3.229], [6.270, -21.559, -2.729], [5.329, -22.535, -3.015], [5.814, -23.564, -3.677], [9.540, -23.970, -4.332], [10.426, -25.027, -3.968], [11.801, -24.843, -4.077], [12.321, -23.618, -4.529], [11.442, -22.615, -4.877], [10.070, -22.742, -4.796], [11.928, -21.278, -5.186], [13.122, -20.869, -5.324], [13.086, -19.490, -5.535], [11.875, -19.093, -5.527], [10.985, -20.218, -5.274], [11.368, -17.743, -5.630], [12.292, -16.729, -5.735], [11.818, -15.405, -5.744], [10.456, -15.124, -5.578], [9.562, -16.187, -5.370], [8.103, -15.830, -5.050], [7.409, -16.927, -4.343], [7.290, -17.287, -3.047], [6.742, -18.489, -2.997], [6.555, -18.861, -4.300], [6.944, -17.973, -5.188], [10.028, -17.509, -5.489], [7.689, -24.570, -5.321], [7.865, -25.136, -3.666], [8.323, -21.444, -3.270], [4.274, -22.407, -2.744], [10.026, -25.977, -3.567], [12.530, -25.624, -3.790], [13.372, -23.430, -4.648], [9.453, -21.892, -5.094], [13.358, -17.031, -5.743], [12.562, -14.591, -5.856], [10.121, -14.080, -5.584], [7.502, -15.551, -5.939], [8.137, -14.958, -4.366], [7.558, -16.599, -2.231], [6.100, -19.814, -4.544], [9.321, -18.350, -5.427], [3.958, -18.705, -1.634], [4.241, -18.220, -0.037], [5.464, -18.499, 0.445], [5.552, -18.245, 1.823], [6.592, -18.610, 2.702], [6.330, -18.610, 4.070], [5.122, -18.092, 4.602], [4.143, -17.638, 3.721], [4.345, -17.711, 2.353], [3.091, -17.532, 1.182], [7.514, -19.014, 2.282], [7.095, -18.999, 4.739], [4.904, -18.092, 5.685], [3.200, -17.295, 4.143], [12.892, -16.413, -0.593], [12.431, -17.282, -1.573], [12.916, -17.337, -2.678], [11.265, -18.128, -1.161], [10.201, -17.549, -0.474], [9.065, -18.293, -0.177], [9.033, -19.648, -0.546], [10.131, -20.256, -1.166], [11.228, -19.482, -1.494], [7.877, -20.378, -0.336], [7.842, -21.499, 0.370], [6.578, -22.136, 0.614], [6.493, -23.373, 1.285], [5.265, -23.940, 1.556], [4.154, -23.187, 1.122], [4.278, -22.040, 0.387], [5.501, -21.543, 0.058], [12.508, -16.576, 0.294], [10.242, -16.490, -0.243], [8.166, -17.869, 0.279], [10.094, -21.298, -1.441], [12.084, -19.904, -2.036], [8.741, -21.914, 0.832], [7.431, -23.862, 1.556], [5.199, -24.944, 2.043], [3.139, -23.555, 1.294], [3.425, -21.449, 0.079]], "atomic_forces_ev_per_a": [[-2.41, 1.43, 0.22], [0.24, 0.07, -1.37], [-1.94, 1.33, 1.62], [0.69, -3.15, -2.12], [-1.29, 0.87, 0.83], [-0.21, -0.69, -0.41], [1.76, 2.13, 0.65], [0.74, -0.14, -0.02], [-0.53, 0.59, 0.08], [0.87, 0.17, -0.01], [-0.61, -0.95, 0.03], [-0.16, 1.11, 0.19], [-1.03, -1.56, 0.52], [-1.12, 1.95, -0.29], [0.44, 0.37, -0.08], [0.31, -0.13, -0.12], [-0.79, -2.94, 0.56], [2.06, 0.53, -0.34], [0.29, -0.70, 0.10], [0.47, 0.96, 0.12], [0.85, -0.02, -0.18], [0.37, -0.40, 0.20], [0.03, -0.08, -0.52], [0.47, 0.61, 0.52], [-0.47, -1.67, -1.05], [0.49, 1.68, -1.50], [-0.06, -1.36, 1.09], [0.00, 0.20, -0.82], [0.21, 0.84, 2.62], [-1.90, 0.76, 0.55], [0.27, 0.35, 0.76], [-0.04, -0.20, 0.25], [0.38, 0.01, 0.13], [0.59, -0.28, -0.20], [0.24, 0.64, -0.40], [-0.76, 0.40, -0.21], [0.33, -0.12, 0.15], [0.07, -0.41, -0.02], [-0.78, 0.65, -0.16], [-0.74, -0.53, 0.08], [0.07, -0.46, 0.11], [0.27, -0.38, 0.54], [-0.26, -0.46, -0.37], [-0.14, -0.68, -0.43], [0.12, 0.32, -0.25], [0.49, 0.44, 0.01], [0.71, -0.65, -0.56], [0.11, 0.44, 2.32], [-0.62, -0.06, -0.22], [-0.41, -0.07, -0.35], [-0.53, -0.44, -0.01], [0.37, 0.39, -0.17], [-0.15, -0.13, -0.52], [-0.02, 0.14, 1.27], [0.23, -0.71, -0.08], [1.47, -0.65, -1.67], [-0.15, 0.13, 0.31], [-0.19, 0.17, -0.08], [0.35, -0.01, -0.76], [0.15, 0.04, -0.25], [-0.53, -0.88, -0.92], [1.16, 0.80, -0.03], [-0.66, 0.12, 1.64], [-0.29, -0.22, 0.26], [-0.29, 0.03, -0.08], [-0.30, -0.49, -0.44], [1.96, 0.98, -0.25], [-0.21, 0.43, 0.05], [0.66, 0.11, -0.37], [-1.28, -2.46, 1.59], [0.61, 1.83, -0.83], [-0.73, -1.52, -0.38], [1.03, 0.69, -0.06], [-0.58, -0.02, -0.36], [-0.65, -1.69, 0.73], [1.35, 1.12, -0.51], [-0.52, 0.31, 0.66], [0.23, -0.06, -0.71], [-0.07, -0.07, 0.12], [0.43, 0.09, -0.02], [0.03, -0.22, -0.05], [-0.39, 0.09, 0.22], [0.02, 0.22, -0.16], [-0.30, 0.12, 0.14], [-0.17, 1.13, -0.42], [0.36, 0.11, 0.12], [-0.05, -0.22, -0.22]], "e_lumo_ev": [-11.31, -11.85], "orbital_gap_ha": [0.1230, 0.1032], "e_tot_ha": -3233.9763, "charge": 3, "homo_ha": [-0.53856, -0.53856], "s_squared": 2.30, "relative_energy_kcal_mol": 0.0, "multiplicity": 3}

[2]
{"formula": "C11H31CrN3O11S4", "method": "wB97M-V/def2-TZVPD", "symbols": ["Cr", "N", "O", "O", "O", "N", "O", "O", "O", "C", "C", "O", "N", "C", "H", "H", "H", "H", "H", "H", "H", "C", "S", "O", "C", "H", "H", "H", "H", "H", "H", "C", "S", "O", "C", "H", "H", "H", "H", "H", "H", "C", "S", "O", "C", "H", "H", "H", "H", "H", "H", "C", "S", "O", "C", "H", "H", "H", "H", "H", "H"], "xyz": [[0.187, 0.948, 0.489], [4.256, 2.096, -1.137], [5.319, 1.543, -0.925], [4.064, 2.613, -2.191], [3.372, 2.100, -0.314], [-0.874, 3.569, 4.412], [-0.669, 3.071, 3.315], [-1.893, 3.411, 5.027], [0.059, 4.080, 4.967], [-3.340, -3.075, 3.369], [-3.627, -2.297, 2.140], [-2.755, -1.478, 1.788], [-4.707, -2.588, 1.459], [-5.543, -3.791, 1.433], [-2.488, -3.737, 3.211], [-4.010, -3.799, 3.832], [-3.028, -2.379, 4.147], [-4.715, -1.973, 0.658], [-6.586, -3.531, 1.614], [-5.327, -4.510, 2.224], [-5.466, -4.351, 0.501], [4.711, -0.806, 4.115], [2.975, -1.122, 4.439], [2.166, -1.100, 3.191], [3.102, -2.890, 4.828], [4.604, 0.068, 3.472], [5.227, -1.654, 3.665], [5.261, -0.557, 5.022], [3.619, -3.021, 5.778], [3.586, -3.507, 4.071], [2.143, -3.407, 4.870], [3.471, -3.628, -1.711], [2.003, -2.888, -2.510], [1.555, -1.707, -1.676], [2.833, -2.192, -3.954], [3.283, -4.138, -0.766], [4.240, -2.859, -1.630], [3.879, -4.371, -2.397], [3.500, -1.350, -3.771], [1.986, -1.870, -4.560], [3.387, -2.904, -4.566], [-2.953, -1.666, -4.135], [-2.966, 0.133, -3.737], [-2.200, 0.219, -2.409], [-1.753, 0.764, -4.994], [-3.409, -1.741, -5.123], [-3.530, -2.233, -3.405], [-1.951, -2.093, -4.159], [-2.063, 1.747, -5.347], [-1.676, 0.139, -5.884], [-0.781, 0.751, -4.502], [-0.263, 6.389, -2.623], [-1.377, 5.697, -1.317], [-0.582, 4.415, -1.048], [-0.990, 6.829, 0.131], [-0.692, 5.906, -3.501], [0.747, 6.095, -2.334], [-0.374, 7.436, -2.903], [-1.356, 7.810, -0.174], [0.017, 6.822, 0.548], [-1.607, 6.564, 0.989]], "atomic_forces_ev_per_a": [[-0.06, -0.08, -0.05], [0.65, -0.91, 0.62], [0.66, -0.43, 0.55], [-0.51, 1.33, -2.41], [-0.74, 0.03, 1.22], [-0.17, -1.81, 0.32], [-0.27, 0.23, -0.83], [-1.64, 0.07, -0.01], [2.05, 1.56, 0.59], [0.82, -1.02, 1.67], [3.51, 0.25, 1.01], [-2.04, -0.74, 0.21], [-1.67, -0.04, -1.82], [-0.22, 0.16, 0.55], [0.43, 0.37, -0.40], [-0.89, 0.48, -0.34], [0.00, 0.02, -0.07], [-0.50, -0.22, -0.41], [-0.07, 0.14, -0.28], [0.50, 0.33, 0.06], [0.11, 0.28, -0.15], [0.07, -0.13, -0.23], [-1.22, -1.20, 0.35], [0.72, 0.33, 0.03], [0.24, -0.74, 0.26], [0.58, -0.06, -0.17], [-0.20, 0.17, -0.45], [-0.34, 0.18, 0.14], [0.03, 0.02, 0.06], [0.58, 0.59, -0.33], [-0.43, 0.80, 0.36], [0.43, 0.11, -0.67], [0.03, 0.85, 1.30], [0.58, -1.24, -0.93], [-0.09, 0.01, -0.64], [-0.38, 0.42, -0.04], [-0.14, 0.12, 0.37], [-0.17, -0.14, -0.17], [-0.22, 0.03, 0.52], [0.09, 0.27, -0.05], [-0.10, -0.41, 0.27], [0.07, 0.46, -0.58], [1.95, -0.58, 1.91], [-1.36, 0.13, -1.89], [-0.29, -0.63, -0.17], [-0.08, -0.23, -0.05], [-0.13, 0.43, 0.06], [0.14, 0.36, 0.05], [0.10, 0.06, 0.43], [-0.25, -0.26, 0.06], [-0.16, 0.25, 0.18], [-1.28, 0.37, 0.03], [2.92, -0.92, 1.26], [-1.60, 1.34, -0.23], [-0.89, -0.08, -0.32], [0.64, -0.59, -0.04], [-0.19, -0.05, -0.26], [0.09, 0.29, 0.67], [0.39, 0.23, -0.02], [0.26, -0.06, -0.84], [-0.34, -0.47, -0.28]], "e_lumo_ev": [0.58, -3.51], "orbital_gap_ha": [0.1628, 0.1813], "e_tot_ha": -4066.0976, "homo_ha": [-0.14143, -0.31044], "s_squared": 20.01, "relative_energy_kcal_mol": 99.6, "multiplicity": 9}